Record 1
Formula: C36H27Co2O7Si
Source: the OMol25 dataset
Level of theory: wB97M-V/def2-TZVPD

Geometry (Å):
C 0.802 -0.573 -2.492
C 0.168 -0.350 -1.160
C 0.556 -1.059 -0.071
O -0.901 0.499 -1.153
Si -1.264 2.148 -1.225
C 0.182 3.059 -0.583
C 0.973 3.855 -1.423
C 2.112 4.498 -0.921
C 2.445 4.378 0.436
C 1.647 3.592 1.277
C 0.517 2.942 0.771
C -1.783 2.924 -2.863
C -2.446 4.171 -2.877
C -2.813 4.780 -4.087
C -2.511 4.155 -5.305
C -1.845 2.926 -5.297
C -1.490 2.314 -4.087
C -2.759 2.331 -0.151
C -2.938 3.422 0.713
C -4.142 3.576 1.419
C -5.186 2.662 1.240
C -5.005 1.572 0.379
C -3.802 1.411 -0.315
H 1.555 -1.374 -2.391
H 0.042 -0.847 -3.248
H 1.301 0.347 -2.851
H 0.319 -0.719 0.920
H 1.068 -1.998 -0.270
H 0.704 3.978 -2.472
H 2.734 5.106 -1.586
H 3.334 4.886 0.830
H 1.905 3.493 2.337
H -0.104 2.350 1.444
H -2.673 4.694 -1.944
H -3.325 5.746 -4.089
H -2.792 4.621 -6.256
H -1.588 2.436 -6.239
H -0.963 1.359 -4.090
H -2.155 4.177 0.835
H -4.277 4.421 2.096
H -6.138 2.789 1.758
H -5.805 0.849 0.228
H -3.688 0.578 -1.017
O -2.831 -7.375 2.223
C -1.824 -6.818 2.283
Co -0.363 -5.813 2.430
C 0.559 -7.224 2.840
O 1.225 -8.170 2.941
C -0.192 -5.236 0.738
O 0.074 -5.003 -0.373
C 1.116 -4.685 3.154
C 1.585 -3.516 2.572
C 2.705 -2.749 2.501
C 3.599 -2.352 1.424
C 4.733 -3.149 1.112
C 5.567 -2.790 0.048
C 5.254 -1.667 -0.730
C 4.194 -0.819 -0.364
C 3.423 -1.129 0.750
Co -0.128 -3.395 3.171
C -1.634 -4.395 3.490
O -2.694 -4.461 3.978
C -0.969 -2.779 1.799
O -1.597 -2.401 0.900
C -0.237 -2.026 4.287
O -0.273 -1.135 5.023
H 1.671 -5.189 3.963
H 3.176 -2.659 3.496
H 4.961 -4.033 1.716
H 6.462 -3.375 -0.172
H 5.832 -1.426 -1.616
H 3.972 0.081 -0.930
H 2.660 -0.436 1.122

Computed properties:
- Kohn-Sham gap (hartree) = 0.1859
- E (hartree) = -4969.646956
- highest occupied orbital energy (eV) = -2.85
- charge = -1

Record 2
Formula: C36H35Br2LiN3O2P
Source: the OMol25 dataset
Level of theory: wB97M-V/def2-TZVPD

Geometry (Å):
Li 0.388 -0.540 -0.565
Br 0.440 -1.646 6.177
C 0.386 -1.331 4.275
C 1.091 -0.233 3.768
C 1.031 -0.079 2.388
N 0.361 -0.856 1.556
C -0.370 -1.912 2.070
C -0.323 -2.178 3.491
C -1.095 -2.677 1.197
C -2.261 -3.585 1.428
C -2.010 -4.778 0.562
Br -2.337 -6.533 1.223
C -1.500 -4.582 -0.710
C -1.214 -3.291 -1.099
N -1.268 -2.228 -0.157
H 1.649 0.441 4.398
H 1.581 0.736 1.920
H -0.845 -3.034 3.893
H -2.474 -3.852 2.461
H -1.364 -5.412 -1.392
H -1.044 -3.008 -2.131
O -1.973 -1.189 -3.806
C -1.632 -0.476 -2.857
O -0.569 -0.524 -2.171
C -2.582 0.637 -2.332
P -1.839 1.042 -0.687
C -2.967 2.455 -0.182
C -2.402 3.511 0.530
C -3.161 4.606 0.925
C -4.506 4.671 0.598
C -5.086 3.630 -0.115
C -4.325 2.535 -0.493
C -2.648 -0.246 0.350
C -3.111 0.077 1.567
C -3.893 -0.839 2.380
C -4.156 -2.080 1.968
C -3.438 -2.688 0.814
C -2.676 -1.679 -0.127
H -3.616 0.299 -2.293
H -2.528 1.510 -2.986
H -1.347 3.463 0.779
H -2.700 5.411 1.488
H -5.101 5.526 0.900
H -6.138 3.669 -0.375
H -4.801 1.724 -1.030
H -2.993 1.089 1.938
H -4.334 -0.456 3.293
H -4.810 -2.733 2.537
H -4.114 -3.321 0.234
H -3.075 -1.725 -1.143
C 3.789 -2.443 -1.401
C 4.614 -1.531 -0.484
C 4.065 -1.582 0.947
C 4.679 -0.107 -1.011
C 5.904 0.419 -1.361
C 6.063 1.716 -1.838
C 4.919 2.505 -1.934
C 3.661 2.055 -1.597
C 2.497 3.020 -1.736
C 1.533 2.582 -2.846
C 1.746 3.228 -0.416
C 3.456 0.679 -1.142
N 2.290 0.173 -0.866
H 3.721 -3.456 -0.993
H 4.238 -2.495 -2.396
H 2.782 -2.040 -1.499
H 5.643 -1.912 -0.467
H 3.028 -1.247 0.946
H 4.646 -0.929 1.603
H 4.101 -2.599 1.349
H 6.784 -0.212 -1.258
H 7.036 2.099 -2.122
H 5.016 3.530 -2.283
H 2.929 3.988 -2.020
H 1.122 1.601 -2.610
H 2.052 2.519 -3.804
H 0.702 3.290 -2.938
H 1.236 2.309 -0.141
H 1.003 4.025 -0.520
H 2.442 3.496 0.384

Computed properties:
- Kohn-Sham gap (spin up / spin down) (hartree) = 0.1863 / 0.1748
- E (hartree) = -7204.483215
- highest occupied orbital energy (spin up / spin down) (eV) = -1.11 / -0.79
- charge = -2